# 1
ORCA calculation (ωB97M-V/def2-TZVPD) on a cluster of 10 separate species, C23H43N5O22S in total at a distorted geometry.

```
! wB97M-V def2-TZVPD RIJCOSX def2/J DEFGRID3
* xyz 0 1
C -5.402 -3.981 15.146
N -6.832 -4.399 15.210
O -7.245 -4.944 16.219
O -7.480 -4.335 14.199
H -5.055 -4.099 14.119
H -4.857 -4.532 15.912
H -5.484 -2.951 15.494
C -2.498 -0.513 15.441
N -2.933 -1.354 14.272
O -2.077 -1.815 13.568
O -4.122 -1.353 13.940
H -1.450 -0.242 15.317
H -2.563 -1.215 16.272
H -3.097 0.384 15.596
C -2.789 -0.142 10.258
N -1.845 0.384 9.327
O -1.245 1.394 9.715
O -1.700 -0.171 8.222
H -3.161 -1.084 9.857
H -3.669 0.501 10.246
H -2.383 -0.110 11.269
C -2.100 4.357 16.792
N -2.579 3.368 17.791
O -2.224 2.215 17.714
O -3.106 3.844 18.754
H -1.963 3.722 15.917
H -1.131 4.770 17.072
H -2.843 5.138 16.631
C -0.696 -4.827 13.077
N -2.040 -5.284 13.196
O -2.570 -5.231 14.295
O -2.583 -5.717 12.154
H -0.468 -4.571 12.043
H -0.162 -5.751 13.300
H -0.490 -4.203 13.947
O 0.259 -2.272 15.889
S 0.237 -3.384 16.852
O 0.946 -4.600 16.411
O 0.793 -2.900 18.341
C 0.042 -3.461 19.431
C -1.192 -4.192 18.755
O -1.265 -3.671 17.389
H 0.579 -4.159 20.073
H -0.204 -2.587 20.034
H -2.219 -4.008 19.071
H -1.084 -5.277 18.750
O -5.491 -2.933 19.347
C -5.524 -1.692 19.310
C -6.531 -0.694 19.824
C -6.735 0.172 18.673
C -5.369 0.168 18.095
O -4.801 -1.100 18.431
H -7.349 -1.333 20.156
H -6.183 -0.051 20.633
H -7.334 -0.346 17.924
H -6.998 1.189 18.963
H -5.468 0.232 17.011
H -4.659 0.933 18.408
O -4.836 2.486 16.237
C -5.030 2.804 15.059
C -6.075 2.235 14.053
C -5.999 3.218 12.881
C -4.674 3.970 13.123
O -4.418 3.909 14.485
H -5.853 1.231 13.692
H -7.067 2.063 14.470
H -6.127 2.785 11.889
H -6.815 3.935 12.969
H -3.904 3.402 12.602
H -4.687 4.990 12.741
O 2.866 -2.064 10.422
C 2.351 -1.420 11.324
C 1.340 -1.769 12.414
C 0.705 -0.478 12.626
C 1.844 0.520 12.478
O 2.685 -0.104 11.524
H 0.609 -2.508 12.085
H 1.865 -2.149 13.291
H -0.003 -0.219 11.839
H 0.242 -0.478 13.613
H 1.499 1.457 12.042
H 2.327 0.497 13.455
O -7.501 -0.480 10.492
C -7.024 -1.512 10.949
C -7.689 -2.616 11.586
C -6.718 -3.732 11.170
C -5.330 -3.082 11.079
O -5.681 -1.730 10.785
H -7.632 -2.531 12.671
H -8.711 -2.695 11.214
H -6.695 -4.555 11.883
H -7.106 -4.001 10.188
H -4.876 -3.212 12.062
H -4.791 -3.633 10.308
*
```

HOMO level	-10.16	eV
relative energy (zero: lowest compared OMol25 entry of this formula, charge and spin)	38.94	kcal/mol
E_LUMO	-0.5	eV
HOMO-LUMO gap	9.685	eV
SMILES string	C[N+](=O)[O-].C[N+](=O)[O-].C[N+](=O)[O-].C[N+](=O)[O-].C[N+](=O)[O-].O=S1(=O)OCCO1.O=C1CCCO1.O=C1CCCO1.O=C1CCCO1.O=C1CCCO1

So, what does the Löwdin scheme give us? The charges, in e, come out as: number 1, C, carries 0.0534; number 2, N, carries -0.4365; number 3, O, carries 0.0734; number 4, O, carries 0.0507; number 5, H, carries 0.0764; number 6, H, carries 0.1026; number 7, H, carries 0.0918; number 8, C, carries 0.0725; number 9, N, carries -0.3936; number 10, O, carries 0.0620; number 11, O, carries 0.0306; number 12, H, carries 0.0842; number 13, H, carries 0.0987; number 14, H, carries 0.0824; number 15, C, carries 0.0145; number 16, N, carries -0.4308; number 17, O, carries 0.0392; number 18, O, carries 0.0700; number 19, H, carries 0.1001; number 20, H, carries 0.1108; number 21, H, carries 0.0886; number 22, C, carries 0.0391; number 23, N, carries -0.4709; number 24, O, carries 0.0432; number 25, O, carries 0.0774; number 26, H, carries 0.0878; number 27, H, carries 0.1044; number 28, H, carries 0.1012; number 29, C, carries 0.0206; number 30, N, carries -0.4331; number 31, O, carries 0.0558; number 32, O, carries 0.0468; number 33, H, carries 0.1119; number 34, H, carries 0.1215; number 35, H, carries 0.0818; number 36, O, carries -0.2679; number 37, S, carries 0.7087; number 38, O, carries -0.2591; number 39, O, carries -0.2082; number 40, C, carries -0.1311; number 41, C, carries -0.1046; number 42, O, carries -0.2272; number 43, H, carries 0.1262; number 44, H, carries 0.1272; number 45, H, carries 0.1310; number 46, H, carries 0.1253; number 47, O, carries 0.0712; number 48, C, carries -0.4994; number 49, C, carries -0.0990; number 50, C, carries -0.1630; number 51, C, carries -0.1696; number 52, O, carries 0.0429; number 53, H, carries 0.1351; number 54, H, carries 0.1386; number 55, H, carries 0.1368; number 56, H, carries 0.1380; number 57, H, carries 0.1089; number 58, H, carries 0.1212; number 59, O, carries 0.0725; number 60, C, carries -0.3537; number 61, C, carries -0.0564; number 62, C, carries -0.1390; number 63, C, carries -0.1836; number 64, O, carries 0.0021; number 65, H, carries 0.1119; number 66, H, carries 0.1267; number 67, H, carries 0.1190; number 68, H, carries 0.1120; number 69, H, carries 0.1231; number 70, H, carries 0.1324; number 71, O, carries 0.1055; number 72, C, carries -0.4169; number 73, C, carries -0.0930; number 74, C, carries -0.1971; number 75, C, carries -0.1475; number 76, O, carries 0.0152; number 77, H, carries 0.1084; number 78, H, carries 0.1388; number 79, H, carries 0.1070; number 80, H, carries 0.0977; number 81, H, carries 0.1341; number 82, H, carries 0.1303; number 83, O, carries 0.0904; number 84, C, carries -0.4860; number 85, C, carries -0.0820; number 86, C, carries -0.1425; number 87, C, carries -0.1470; number 88, O, carries -0.0010; number 89, H, carries 0.1176; number 90, H, carries 0.1421; number 91, H, carries 0.1021; number 92, H, carries 0.1218; number 93, H, carries 0.0937; number 94, H, carries 0.1309


# 2
ORCA calculation (ωB97M-V/def2-TZVPD) on a structure of composition C23H43O8PPtSSi.

```
! wB97M-V def2-TZVPD RIJCOSX def2/J DEFGRID3
* xyz 0 3
Pt 0.069 0.101 0.994
C -1.109 -3.383 -1.512
C -0.099 -2.493 -0.815
O -0.486 -1.950 0.233
C 1.214 -2.336 -1.389
C 1.584 -3.090 -2.525
C 2.806 -2.960 -3.124
C 3.721 -2.026 -2.610
C 3.408 -1.276 -1.513
C 2.156 -1.405 -0.839
O 1.969 -0.683 0.208
H -2.050 -3.321 -0.973
H -0.769 -4.418 -1.525
H -1.258 -3.050 -2.539
H 0.885 -3.811 -2.930
H 3.062 -3.574 -3.977
H 4.680 -1.894 -3.098
H 4.105 -0.553 -1.109
C 2.044 2.630 4.564
C 2.467 1.162 4.547
C 3.272 0.828 5.798
C 3.267 0.860 3.284
O 1.328 0.291 4.573
Si -0.270 0.389 4.325
S -0.858 1.478 2.567
O -0.873 1.161 5.624
C -2.168 1.615 6.038
C -3.292 0.985 5.217
C -2.184 3.134 5.890
C -2.307 1.209 7.502
O -0.838 -1.121 4.141
C -0.385 -2.393 4.642
C 0.088 -2.295 6.094
C -1.597 -3.315 4.559
C 0.742 -2.894 3.742
H 2.918 3.276 4.649
H 1.378 2.816 5.409
H 1.513 2.874 3.643
H 4.204 1.393 5.825
H 3.504 -0.238 5.816
H 2.681 1.066 6.685
H 4.095 1.564 3.177
H 2.618 0.944 2.414
H 3.668 -0.154 3.302
H -3.236 1.310 4.180
H -4.260 1.275 5.624
H -3.205 -0.103 5.241
H -1.988 3.394 4.849
H -1.404 3.576 6.512
H -3.150 3.544 6.188
H -2.319 0.120 7.582
H -3.229 1.609 7.926
H -1.459 1.591 8.072
H -0.677 -1.815 6.708
H 0.996 -1.700 6.155
H 0.288 -3.291 6.491
H -2.416 -2.897 5.147
H -1.349 -4.304 4.943
H -1.926 -3.401 3.522
H 1.575 -2.192 3.779
H 0.397 -2.963 2.709
H 1.084 -3.874 4.076
C -2.585 2.187 -0.552
O -1.250 2.517 -0.957
P -0.105 1.376 -1.038
O 1.167 2.332 -1.220
C 1.754 2.975 -0.081
O -0.230 0.801 -2.525
C -0.255 1.685 -3.657
H -3.176 3.092 -0.674
H -2.602 1.869 0.490
H -3.003 1.397 -1.180
H 2.695 3.403 -0.415
H 1.940 2.254 0.717
H 1.097 3.761 0.296
H -0.857 1.204 -4.423
H 0.759 1.845 -4.018
H -0.696 2.645 -3.392
*
```

HOMO level (spin up / spin down)	-7.54 / -7.76	eV
relative energy (zero: lowest compared OMol25 entry of this formula, charge and spin)	0.00	kcal/mol
E_LUMO (spin up / spin down)	0.4 / -1.1	eV
⟨S²⟩	2.010
HOMO-LUMO gap (spin up / spin down)	7.896 / 6.682	eV

So, what does the Löwdin scheme give us? The charges, in e, come out as: number 1, Pt, carries 0.8023; number 2, C, carries -0.0063; number 3, C, carries -0.3769; number 4, O, carries -0.1137; number 5, C, carries -0.1115; number 6, C, carries -0.0478; number 7, C, carries -0.1012; number 8, C, carries -0.0806; number 9, C, carries -0.0120; number 10, C, carries -0.3644; number 11, O, carries -0.2176; number 12, H, carries 0.0846; number 13, H, carries 0.0903; number 14, H, carries 0.0906; number 15, H, carries 0.1021; number 16, H, carries 0.0963; number 17, H, carries 0.1041; number 18, H, carries 0.1134; number 19, C, carries -0.0345; number 20, C, carries -0.6312; number 21, C, carries -0.0255; number 22, C, carries -0.0199; number 23, O, carries -0.1423; number 24, Si, carries -0.1274; number 25, S, carries 0.3390; number 26, O, carries -0.1424; number 27, C, carries -0.6456; number 28, C, carries -0.0388; number 29, C, carries -0.0267; number 30, C, carries -0.0277; number 31, O, carries -0.1594; number 32, C, carries -0.6271; number 33, C, carries -0.0206; number 34, C, carries -0.0273; number 35, C, carries -0.0157; number 36, H, carries 0.0903; number 37, H, carries 0.0850; number 38, H, carries 0.0564; number 39, H, carries 0.0873; number 40, H, carries 0.0857; number 41, H, carries 0.0899; number 42, H, carries 0.0920; number 43, H, carries 0.0411; number 44, H, carries 0.0918; number 45, H, carries 0.0543; number 46, H, carries 0.0908; number 47, H, carries 0.0824; number 48, H, carries 0.0733; number 49, H, carries 0.0867; number 50, H, carries 0.0872; number 51, H, carries 0.0805; number 52, H, carries 0.0870; number 53, H, carries 0.0878; number 54, H, carries 0.0840; number 55, H, carries 0.0752; number 56, H, carries 0.0895; number 57, H, carries 0.0838; number 58, H, carries 0.0866; number 59, H, carries 0.0874; number 60, H, carries 0.0792; number 61, H, carries 0.0767; number 62, H, carries 0.0909; number 63, C, carries -0.1188; number 64, O, carries -0.3236; number 65, P, carries 0.6523; number 66, O, carries -0.2932; number 67, C, carries -0.1012; number 68, O, carries -0.2907; number 69, C, carries -0.0867; number 70, H, carries 0.0895; number 71, H, carries 0.0201; number 72, H, carries 0.0879; number 73, H, carries 0.0918; number 74, H, carries 0.0376; number 75, H, carries 0.0908; number 76, H, carries 0.0891; number 77, H, carries 0.0904; number 78, H, carries 0.0830


# 3
ORCA calculation (ωB97M-V/def2-TZVPD) on a structure of composition C23H44Ag2Br2F2N2O11S2 at a distorted geometry.

```
! wB97M-V def2-TZVPD RIJCOSX def2/J DEFGRID3
* xyz 0 1
N 11.905 5.219 -37.642
H 11.881 4.209 -37.620
H 11.066 5.647 -38.006
H 12.672 5.305 -38.293
H 12.195 5.709 -36.808
Ag 20.596 5.557 -33.118
Ag 16.219 7.910 -37.051
N 13.745 6.863 -34.016
S 13.099 7.499 -32.851
O 13.923 8.350 -32.016
O 11.810 6.952 -32.391
F 12.508 8.606 -33.867
S 14.646 5.889 -33.039
O 13.995 4.994 -32.066
O 15.969 6.407 -32.839
F 15.060 4.854 -34.194
C 16.092 5.640 -40.691
O 16.116 4.954 -39.686
O 17.103 5.697 -41.398
O 15.352 6.574 -40.668
Br 11.117 9.873 -25.327
C 9.459 8.855 -25.595
C 9.699 7.698 -26.561
Br 8.009 6.687 -26.870
H 8.672 9.548 -25.891
H 9.170 8.435 -24.631
H 10.457 6.971 -26.271
H 9.999 8.082 -27.536
C 15.169 -3.413 -29.489
C 15.393 -2.119 -29.792
C 15.913 -1.731 -31.068
C 16.279 -2.693 -31.974
C 16.051 -3.988 -31.681
C 15.589 -4.387 -30.384
H 14.699 -3.677 -28.553
H 15.302 -1.315 -29.077
H 15.888 -0.658 -31.181
H 16.540 -2.394 -32.979
H 16.045 -4.878 -32.292
H 15.304 -5.415 -30.211
C 7.478 13.058 -29.836
C 6.339 13.249 -28.991
C 5.570 12.190 -28.719
C 5.784 11.002 -29.399
C 6.780 10.839 -30.303
C 7.640 11.884 -30.501
H 8.184 13.856 -30.013
H 6.013 14.141 -28.478
H 4.714 12.295 -28.069
H 5.133 10.144 -29.320
H 6.849 9.871 -30.777
H 8.472 11.731 -31.172
C 19.878 3.200 -29.319
C 21.306 3.780 -29.339
O 21.288 5.194 -29.500
H 19.265 3.337 -28.428
H 19.956 2.116 -29.391
H 19.202 3.589 -30.081
H 21.920 3.284 -30.090
H 21.936 3.487 -28.500
H 21.159 5.662 -28.672
C 11.199 14.609 -36.869
C 10.625 14.428 -35.545
O 9.709 15.451 -35.302
H 11.750 13.680 -37.019
H 11.899 15.420 -37.069
H 10.370 14.544 -37.573
H 11.435 14.453 -34.817
H 10.172 13.437 -35.587
H 9.681 15.663 -34.366
C 10.725 -1.424 -35.974
C 12.246 -1.183 -35.965
O 12.483 0.096 -36.487
H 10.228 -1.003 -36.848
H 10.275 -0.990 -35.080
H 10.674 -2.511 -35.929
H 12.864 -1.874 -36.539
H 12.578 -1.306 -34.934
H 13.436 0.126 -36.592
C 7.214 8.159 -36.494
C 6.909 7.470 -37.829
O 8.076 7.076 -38.522
H 7.858 7.522 -35.888
H 6.366 8.098 -35.812
H 7.695 9.130 -36.604
H 6.352 8.117 -38.506
H 6.116 6.731 -37.708
H 7.827 6.556 -39.290
*
```

HOMO level	-5.56	eV
E_LUMO	-3.6	eV
HOMO-LUMO gap	1.970	eV

So, what does the Löwdin scheme give us? The charges, in e, come out as: number 1, N, carries 0.3621; number 2, H, carries 0.1590; number 3, H, carries 0.1499; number 4, H, carries 0.1487; number 5, H, carries 0.1511; number 6, Ag, carries 0.5019; number 7, Ag, carries 0.4603; number 8, N, carries -0.2798; number 9, S, carries 0.3812; number 10, O, carries -0.2676; number 11, O, carries -0.3032; number 12, F, carries -0.2558; number 13, S, carries 0.5024; number 14, O, carries -0.2760; number 15, O, carries -0.3098; number 16, F, carries -0.2423; number 17, C, carries -1.1316; number 18, O, carries 0.0605; number 19, O, carries 0.1123; number 20, O, carries 0.0986; number 21, Br, carries 0.5952; number 22, C, carries -0.6967; number 23, C, carries -0.6669; number 24, Br, carries 0.5583; number 25, H, carries 0.0540; number 26, H, carries 0.0483; number 27, H, carries 0.0548; number 28, H, carries 0.0504; number 29, C, carries -0.1206; number 30, C, carries -0.1013; number 31, C, carries -0.0757; number 32, C, carries -0.1269; number 33, C, carries -0.0969; number 34, C, carries -0.0728; number 35, H, carries 0.1025; number 36, H, carries 0.0991; number 37, H, carries 0.0980; number 38, H, carries 0.1022; number 39, H, carries 0.0983; number 40, H, carries 0.0942; number 41, C, carries -0.0746; number 42, C, carries -0.0906; number 43, C, carries -0.1207; number 44, C, carries -0.1064; number 45, C, carries -0.1081; number 46, C, carries -0.1148; number 47, H, carries 0.0966; number 48, H, carries 0.1013; number 49, H, carries 0.1044; number 50, H, carries 0.1017; number 51, H, carries 0.1078; number 52, H, carries 0.1059; number 53, C, carries -0.0869; number 54, C, carries -0.3197; number 55, O, carries -0.1142; number 56, H, carries 0.0680; number 57, H, carries 0.0689; number 58, H, carries 0.0637; number 59, H, carries 0.0991; number 60, H, carries 0.1062; number 61, H, carries 0.0862; number 62, C, carries -0.1156; number 63, C, carries -0.3819; number 64, O, carries -0.0596; number 65, H, carries 0.0771; number 66, H, carries 0.0831; number 67, H, carries 0.0835; number 68, H, carries 0.1177; number 69, H, carries 0.1122; number 70, H, carries 0.0834; number 71, C, carries -0.0764; number 72, C, carries -0.3411; number 73, O, carries -0.0880; number 74, H, carries 0.0713; number 75, H, carries 0.0709; number 76, H, carries 0.0707; number 77, H, carries 0.1077; number 78, H, carries 0.1052; number 79, H, carries 0.0800; number 80, C, carries -0.0756; number 81, C, carries -0.3365; number 82, O, carries -0.0876; number 83, H, carries 0.0672; number 84, H, carries 0.0750; number 85, H, carries 0.0772; number 86, H, carries 0.1030; number 87, H, carries 0.1049; number 88, H, carries 0.0790